Record 1
Below is C24H47BaN6O4S as an isolated structure, with properties calculated with ωB97M-V/def2-TZVPD.

Properties
Total charge: +1
E_LUMO in eV: -2.17
HOMO-LUMO gap in Ha: 0.32674

Positions of all 83 atoms, in Å:
Ba (1.246, 1.617, -3.385)
C (3.773, -0.135, 3.246)
C (3.010, 0.942, 2.472)
C (1.684, 1.291, 3.157)
C (0.883, 2.487, 2.597)
C (1.727, 3.754, 2.525)
C (-0.322, 2.686, 3.512)
N (0.416, 2.161, 1.196)
C (-0.637, 3.034, 0.598)
C (-1.989, 2.334, 0.587)
N (-2.101, 1.366, -0.508)
C (-2.645, 2.036, -1.714)
C (-1.567, 2.155, -2.776)
O (-0.770, 3.125, -2.684)
O (-1.402, 1.233, -3.628)
C (-2.866, 0.124, -0.207)
C (-2.751, -0.845, -1.378)
C (-2.513, -0.587, 1.111)
C (-1.232, -1.432, 1.320)
C (-1.171, -1.690, 2.831)
C (-1.318, -2.798, 0.611)
N (-0.025, -0.675, 0.897)
C (1.234, -1.359, 1.226)
C (2.482, -0.705, 0.648)
N (2.807, 0.663, 1.046)
C (3.841, 1.176, 0.159)
C (3.202, 1.626, -1.145)
O (2.113, 2.293, -1.040)
O (3.696, 1.310, -2.241)
H (4.014, 0.223, 4.247)
H (4.711, -0.378, 2.744)
H (3.196, -1.053, 3.353)
H (3.625, 1.844, 2.508)
H (1.905, 1.530, 4.201)
H (1.027, 0.421, 3.179)
H (2.165, 3.962, 3.501)
H (1.126, 4.618, 2.242)
H (2.531, 3.656, 1.797)
H (0.036, 2.911, 4.516)
H (-0.926, 1.778, 3.572)
H (-0.961, 3.511, 3.204)
H (1.244, 2.162, 0.565)
H (0.107, 1.156, 1.164)
H (-0.334, 3.279, -0.418)
H (-0.692, 3.963, 1.162)
H (-2.775, 3.097, 0.524)
H (-2.122, 1.839, 1.543)
H (-2.978, 3.046, -1.470)
H (-3.500, 1.490, -2.107)
H (-3.932, 0.392, -0.099)
H (-1.702, -1.048, -1.590)
H (-3.197, -0.449, -2.288)
H (-3.255, -1.782, -1.140)
H (-3.346, -1.275, 1.285)
H (-2.577, 0.120, 1.937)
H (-2.125, -2.097, 3.168)
H (-0.989, -0.763, 3.379)
H (-0.400, -2.411, 3.097)
H (-2.303, -3.242, 0.760)
H (-0.588, -3.494, 1.024)
H (-1.131, -2.716, -0.459)
H (-0.066, -0.584, -0.119)
H (1.244, -2.385, 0.839)
H (1.315, -1.436, 2.309)
H (2.377, -0.696, -0.439)
H (3.322, -1.385, 0.859)
H (4.633, 0.448, -0.057)
H (4.308, 2.058, 0.603)
C (0.508, -4.580, -3.524)
N (-0.419, -3.516, -3.838)
C (-1.481, -3.725, -4.816)
C (-2.190, -2.368, -4.810)
N (-1.156, -1.496, -4.261)
C (-0.217, -2.207, -3.623)
S (1.054, -1.583, -2.686)
H (-0.048, -5.446, -3.166)
H (1.191, -4.243, -2.750)
H (1.082, -4.868, -4.408)
H (-2.128, -4.548, -4.515)
H (-1.047, -3.962, -5.793)
H (-3.069, -2.373, -4.159)
H (-2.493, -2.044, -5.803)
H (-1.378, -0.540, -3.977)

Mulliken atomic charge list, values in e, 2 entries:
1. Ba 1.7939
2. C -1.8560

Record 2
Below is the molecule C3H7N3O, with properties calculated with ωB97M-V/def2-TZVPD.

Properties
ΔE to the lowest compared entry with this formula, charge and spin in kcal/mol: 20.3
E_LUMO in eV: 0.58
HOMO-LUMO gap in Ha: 0.35557

Positions of all 14 atoms, in Å:
C (1.371, 1.169, -0.469)
N (1.350, -0.208, -0.051)
C (0.258, -0.842, 0.107)
N (0.302, -2.192, 0.376)
C (-1.175, -0.306, 0.137)
O (-2.086, -1.052, 0.442)
N (-1.377, 1.072, 0.061)
H (2.388, 1.554, -0.339)
H (0.611, 1.761, 0.080)
H (1.120, 1.254, -1.536)
H (-0.489, -2.575, 0.870)
H (1.213, -2.485, 0.699)
H (-1.200, 1.546, -0.815)
H (-2.285, 1.303, 0.437)

Mulliken atomic charge list, values in e, 2 entries:
1. C -0.8897
2. N -0.5760